1.
The following is a quantum chemistry calculation of a 3-piece molecular cluster, C18H55BN7O7P3Si overall at a distorted geometry, from the Open Molecules 2025 dataset.

The value obtained for the HOMO energy is -7.329 eV. Its HOMO-LUMO gap is 6.7 eV. As for the max |F|: 8.29 eV/Å. As for the molecular weight: 613.500 g/mol. Its SMILES is CCCOC[Si@](COC)(B(O)O)P(N)O.CN(C)P(=O)(N(C)C)N(C)C.CN(C)P(=O)(N(C)C)N(C)C.

Last column: Mulliken charge in e.
Geometry (Å):
C  0.4828  -2.5977  1.9645  -1.064
C  -0.6980  -1.7025  1.4677  -0.531
C  -0.2853  -0.2084  1.4192  -0.228
O  -0.2448  0.3346  0.1122  -0.401
C  1.0824  0.5714  -0.3424  -0.519
Si  1.8703  2.1947  0.3247  0.371
C  3.3230  1.7556  1.5251  -0.762
O  3.0257  2.2398  2.8363  -0.302
C  3.9979  3.1486  3.3441  -0.852
B  0.6093  3.3744  1.2933  0.916
O  -0.6742  3.0613  1.6484  -0.550
O  1.0525  4.6681  1.6358  -0.676
P  2.8215  3.3912  -1.3217  -0.006
N  3.3598  2.2164  -2.5073  -0.598
O  1.5371  4.2439  -2.0133  -0.446
H  1.0531  -2.0721  2.7369  0.391
H  0.0996  -3.5091  2.4398  0.323
H  1.0820  -2.9287  1.1117  0.197
H  -1.0340  -2.0855  0.5018  0.267
H  -1.4730  -1.8130  2.2353  0.373
H  -1.0382  0.3712  1.9708  0.247
H  0.6553  -0.1033  1.9807  0.123
H  1.7462  -0.3019  -0.2040  0.332
H  1.0134  0.6922  -1.4352  0.302
H  4.2768  2.1296  1.1247  0.466
H  3.3988  0.6561  1.4899  0.346
H  4.6911  2.5815  3.9829  0.261
H  4.5791  3.6577  2.5667  0.403
H  3.4578  3.8856  3.9504  0.259
H  -1.2362  3.8438  1.5273  0.249
H  1.7505  4.6167  2.3024  0.229
H  3.2104  2.5920  -3.4408  0.260
H  4.3586  2.0969  -2.3776  0.286
H  1.2157  4.8538  -1.3333  0.301
C  0.9789  -9.2170  -0.4010  -0.905
N  1.0198  -7.7957  -0.1454  0.177
C  -0.1030  -7.1223  -0.7926  -1.001
P  2.3388  -6.7626  0.2736  0.753
O  1.5632  -5.9593  1.3066  -0.768
N  3.4756  -7.3812  1.4254  0.115
C  3.9286  -8.7599  1.5910  -1.050
C  3.4486  -6.7525  2.7533  -1.023
N  3.3624  -7.2247  -1.0712  0.081
C  3.1567  -6.3576  -2.2374  -1.107
C  3.8247  -8.5158  -1.5343  -1.083
H  1.0922  -9.4589  -1.4683  0.328
H  0.0127  -9.6236  -0.0876  0.330
H  1.7215  -9.7752  0.1649  0.209
H  0.1314  -6.8380  -1.8280  0.276
H  -0.3807  -6.2158  -0.2519  0.216
H  -0.9916  -7.7557  -0.8140  0.347
H  3.1174  -9.4889  1.5215  0.287
H  4.3795  -8.9196  2.5697  0.435
H  4.7366  -8.9996  0.8979  0.277
H  2.6189  -7.1214  3.3672  0.330
H  3.3830  -5.6709  2.6841  0.298
H  4.3832  -6.9469  3.2854  0.416
H  2.2695  -6.6616  -2.8116  0.326
H  4.0159  -6.3922  -2.9111  0.361
H  3.0228  -5.3155  -1.9337  0.327
H  3.2415  -8.8740  -2.3925  0.352
H  3.8080  -9.3113  -0.8005  0.392
H  4.8649  -8.4227  -1.8670  0.305
C  -4.7262  8.2452  -1.0523  -0.938
N  -3.9272  7.3165  -0.2869  0.162
C  -2.7360  7.9780  0.2385  -1.053
P  -3.8318  5.5863  -0.3393  0.863
O  -3.8254  5.4527  1.1826  -0.784
N  -5.3227  4.7223  -0.5055  0.093
C  -6.5094  5.1115  -1.2622  -1.045
C  -5.7705  3.9833  0.6826  -1.043
N  -3.5459  5.5232  -2.0712  0.142
C  -2.1128  5.5506  -2.3877  -1.029
C  -4.2735  6.0738  -3.1953  -1.104
H  -4.2028  8.6204  -1.9439  0.334
H  -4.9687  9.1191  -0.4397  0.337
H  -5.6857  7.8347  -1.3571  0.218
H  -1.9015  7.9477  -0.4765  0.274
H  -2.4006  7.5058  1.1635  0.268
H  -2.9314  9.0250  0.4778  0.342
H  -6.7649  6.1675  -1.1445  0.285
H  -7.3912  4.5610  -0.9368  0.447
H  -6.4164  4.8416  -2.3154  0.274
H  -6.2292  4.6427  1.4286  0.330
H  -4.9547  3.4376  1.1471  0.276
H  -6.4999  3.2194  0.4032  0.427
H  -1.7161  6.5762  -2.3622  0.306
H  -1.9197  5.1449  -3.3829  0.403
H  -1.5411  4.9474  -1.6754  0.178
H  -3.8080  6.9937  -3.5714  0.360
H  -5.3129  6.3110  -3.0116  0.419
H  -4.2616  5.3470  -4.0157  0.291

Atomic forces in eV per Å
C -0.89 -0.14 -0.25
C 1.17 -0.29 0.96
C -1.09 -0.26 0.37
O 0.62 -0.27 0.16
C 0.07 0.22 -0.71
Si 0.09 -1.66 -0.02
C -0.39 -0.18 -0.82
O 0.43 0.39 -0.43
C -0.10 -0.50 0.48
B -0.44 0.79 1.15
O 0.12 0.10 -1.30
O -0.12 -0.33 -0.06
P 1.04 1.17 0.63
N -1.03 0.32 -0.04
O 0.20 -0.88 -0.25
H 0.20 -0.08 -0.30
H 0.08 0.09 -0.20
H 0.33 0.20 0.34
H -0.25 0.33 0.12
H -0.21 0.08 -0.45
H 0.17 -0.01 -0.14
H 0.03 0.24 -0.39
H -0.21 0.13 0.15
H -0.02 -0.02 0.21
H -0.10 0.09 0.31
H 0.05 0.20 0.44
H 0.00 0.33 -0.03
H -0.25 -0.06 -0.03
H 0.25 -0.09 -0.02
H -0.15 -0.03 0.77
H 0.12 0.14 -0.35
H 0.03 -0.17 -0.01
H -0.02 0.20 -0.09
H 0.17 0.01 -0.15
C 0.46 -0.14 -0.39
N -0.90 0.04 0.19
C 0.06 0.47 0.18
P -0.06 -6.68 3.69
O 0.92 2.89 -3.06
N -0.01 0.03 0.81
C 0.44 -0.16 -0.60
C -0.16 0.35 0.08
N -0.10 3.60 -0.91
C -0.24 -0.01 0.06
C 0.00 -0.58 0.18
H 0.05 -0.14 0.02
H -0.06 0.18 0.02
H 0.11 0.14 -0.10
H -0.16 -0.07 -0.08
H 0.13 0.00 0.02
H 0.12 -0.15 0.06
H 0.10 -0.06 -0.12
H -0.16 0.32 0.10
H -0.16 -0.18 -0.11
H -0.01 0.11 0.06
H -0.20 -0.06 -0.04
H 0.03 -0.26 -0.21
H 0.07 0.04 -0.11
H 0.05 -0.01 0.09
H 0.00 -0.02 0.00
H -0.11 0.14 0.02
H -0.16 0.15 0.12
H -0.03 0.10 0.01
C 0.07 -0.15 -0.59
N 0.20 0.73 0.72
C 0.16 -0.38 0.30
P -7.61 3.24 -0.63
O 4.18 -1.74 -1.00
N -0.46 -0.35 0.61
C 0.19 -0.10 -0.81
C 0.22 -0.12 0.30
N 3.25 -1.87 0.86
C -0.01 0.18 0.18
C -0.52 0.27 -0.14
H -0.13 0.05 -0.08
H 0.13 -0.07 0.13
H 0.11 -0.14 -0.07
H 0.05 0.19 0.01
H -0.04 -0.09 -0.06
H -0.17 -0.02 -0.09
H 0.03 0.01 -0.15
H 0.21 -0.09 0.31
H -0.02 0.26 -0.05
H 0.04 -0.07 0.09
H 0.03 0.19 0.06
H -0.04 0.19 -0.27
H 0.08 -0.03 -0.10
H -0.06 -0.08 0.04
H -0.01 -0.03 -0.03
H 0.12 0.00 0.14
H 0.07 0.00 0.22
H 0.07 -0.04 0.07

=====

2.
The following is a quantum chemistry calculation of a 10-piece molecular cluster, C18H56BF4N10O9 overall at a distorted geometry, from the Open Molecules 2025 dataset.

The value obtained for the HOMO energy is -6.871 eV. Its HOMO-LUMO gap is 9.2 eV. As for the max |F|: 6.05 eV/Å. As for the total charge: -1. As for the molecular weight: 643.511 g/mol.

Last column: Mulliken charge in e.
Geometry (Å):
B  -0.0983  -0.5603  0.3017  1.091
F  -0.0984  -0.6607  1.6981  -0.682
F  0.8305  -1.5478  -0.1475  -0.748
F  -1.3199  -0.7137  -0.2487  0.210
F  0.2722  0.7102  -0.0363  -0.441
C  -3.0634  1.7732  1.7657  -1.165
C  -3.2613  3.2518  1.6444  0.232
C  -2.0891  4.1919  1.5986  0.617
O  -2.3925  5.4240  1.0174  -0.488
C  -1.2897  6.0791  0.4280  -0.443
N  -4.1822  3.5243  0.5447  -0.948
H  -4.0684  1.3558  1.8277  0.343
H  -2.4651  1.6268  2.6650  0.469
H  -2.4929  1.4472  0.8960  0.171
H  -3.8828  3.5137  2.5007  0.476
H  -1.3015  3.6994  1.0283  -0.783
H  -1.8652  4.2291  2.6647  0.406
H  -0.6393  6.5028  1.1933  0.248
H  -1.7255  6.8183  -0.2441  0.238
H  -0.7154  5.3598  -0.1559  0.127
H  -3.8410  2.9448  -0.2088  0.261
H  -3.9084  4.4926  0.4579  0.448
C  -0.5156  -3.9334  -5.0326  -1.448
C  0.0444  -3.7112  -3.6929  0.350
C  1.4703  -3.0851  -3.7333  -0.724
O  1.4537  -1.8884  -4.4020  -0.330
C  2.5483  -1.0176  -4.1793  -0.651
N  -0.7257  -2.7337  -2.9952  -0.610
H  -1.1704  -4.7899  -5.1932  0.362
H  0.3123  -3.8450  -5.7361  0.306
H  -1.1031  -3.0652  -5.3314  0.324
H  -0.0290  -4.6873  -3.2134  0.522
H  2.1715  -3.8193  -4.1299  0.471
H  1.6754  -2.9314  -2.6739  0.368
H  2.5057  -0.4802  -5.1267  0.281
H  3.4732  -1.4377  -3.7843  0.361
H  2.2430  -0.3186  -3.4006  0.077
H  -0.3704  -2.7038  -2.0502  0.032
H  -0.4417  -1.8265  -3.3364  0.252
C  3.2788  -1.0671  4.6971  -1.330
C  2.6292  0.1073  3.9984  0.817
O  3.6071  0.7677  3.3133  -0.548
H  3.5707  -1.8906  4.0455  0.250
H  2.6092  -1.6012  5.3712  0.433
H  4.1222  -0.7095  5.2880  0.307
H  2.1007  0.7530  4.6998  0.399
H  1.7854  -0.2094  3.3853  -0.447
H  3.3387  0.4717  2.4404  0.041
C  5.5438  -0.1349  1.0974  -1.265
C  4.3193  -0.7848  0.4500  -0.270
O  3.0857  -0.0507  0.7194  0.117
H  5.5022  0.9140  0.8040  0.288
H  6.4859  -0.4725  0.6655  0.413
H  5.5742  -0.1953  2.1853  0.287
H  4.2381  -1.8518  0.6575  0.428
H  4.5717  -0.8293  -0.6095  0.303
H  2.3848  -0.4114  0.1715  -0.181
C  -0.1964  2.6331  -3.1846  -1.520
C  -0.7554  2.9020  -1.7806  0.072
O  -1.7156  1.9995  -1.3258  0.385
H  0.3563  1.6952  -3.2394  0.152
H  0.3768  3.5468  -3.3423  0.484
H  -0.9717  2.4849  -3.9363  0.274
H  -1.2558  3.8695  -1.8214  0.494
H  0.0705  3.0484  -1.0845  -0.050
H  -1.2035  1.3412  -0.8504  -0.271
C  2.5707  3.8302  0.9799  0.514
O  2.5411  5.0486  0.8869  -0.746
N  3.5320  3.0608  0.4872  -0.326
N  1.5913  3.0761  1.5419  -0.022
H  4.2574  3.6446  0.0959  0.194
H  3.6533  2.0660  0.6126  0.154
H  1.6613  2.0688  1.5632  -0.092
H  0.8149  3.5556  1.9748  0.128
C  -4.5780  -0.0686  -2.5364  0.380
O  -5.4778  -0.7591  -3.0134  -0.757
N  -3.8003  0.7424  -3.1650  -0.243
N  -4.2020  -0.1490  -1.2557  -0.102
H  -3.9269  0.7743  -4.1666  0.183
H  -3.1774  1.3280  -2.6273  0.210
H  -4.8563  -0.5917  -0.6265  0.223
H  -3.2385  0.0841  -1.0621  0.000
C  0.2946  -4.2758  3.6490  0.756
O  1.0509  -4.9597  2.9822  -0.745
N  0.0261  -3.0454  3.4387  -0.217
N  -0.2902  -4.7010  4.6939  -0.458
H  -0.7588  -2.6294  3.9193  0.185
H  0.3727  -2.7152  2.5494  -0.056
H  -0.1209  -5.6929  4.7814  0.258
H  -0.8161  -4.0997  5.3118  0.172
C  -2.8070  -4.0775  0.5039  0.538
O  -3.3310  -5.1587  0.8054  -0.780
N  -1.5519  -3.8241  0.6956  -0.267
N  -3.4076  -3.0936  -0.0594  -0.192
H  -1.1547  -2.9407  0.4092  0.053
H  -1.0685  -4.5215  1.2434  0.074
H  -2.9318  -2.2027  -0.0549  0.152
H  -4.2678  -3.2871  -0.5520  0.179

Atomic forces in eV per Å
B 1.24 -0.60 1.40
F -0.34 -0.13 0.28
F -0.16 0.29 -0.42
F -2.01 -1.15 -0.65
F 1.37 1.44 -0.47
C 1.12 0.71 0.17
C -2.89 0.27 0.13
C 0.79 -1.40 0.54
O -0.44 0.15 0.40
C -0.25 -0.34 -0.04
N 0.27 -0.23 0.45
H 0.32 -0.38 0.01
H -0.08 -0.68 0.08
H -0.21 -0.46 0.11
H 0.23 0.31 0.60
H 0.43 0.03 0.00
H 1.02 0.70 0.13
H 0.07 0.26 -0.10
H 0.30 0.21 0.16
H 0.20 0.06 -0.10
H -0.03 0.42 -0.79
H -0.84 0.35 -1.63
C -0.29 1.13 -2.40
C 0.81 0.55 0.23
C -0.41 -2.37 1.31
O 0.04 -0.08 -0.71
C -1.60 0.75 0.17
N -1.26 0.36 1.41
H 0.40 -0.16 0.17
H -0.06 -0.87 -0.49
H -0.28 0.09 0.15
H 0.71 0.23 0.71
H 0.50 0.09 -0.33
H 0.54 0.05 0.24
H 1.31 0.24 0.15
H 0.14 -0.48 -0.84
H -0.03 0.32 0.21
H -0.28 -0.06 0.54
H -0.28 0.28 -0.42
C -0.60 -0.77 0.79
C -1.47 -1.29 2.02
O 0.34 1.00 -1.29
H 0.39 0.40 -0.49
H -0.31 0.29 0.33
H 0.13 -0.10 -0.12
H 0.40 0.31 0.53
H 0.15 -0.31 -0.57
H 0.81 0.47 -1.04
C -0.59 0.51 -0.04
C 0.45 -0.35 -0.47
O 1.84 -0.25 -0.01
H 0.06 0.25 0.29
H -0.18 -0.49 0.02
H -0.04 -0.03 -0.14
H -0.38 0.02 0.77
H -0.54 0.56 -0.44
H -0.37 -0.32 -0.09
C -0.49 -0.23 0.79
C -0.05 1.11 -1.05
O -0.24 -0.41 0.12
H 0.58 0.25 0.22
H 0.42 -0.37 -0.75
H -0.24 0.53 0.04
H -0.11 0.19 -0.07
H 0.08 -0.37 0.22
H -0.04 -0.51 0.19
C -1.67 -0.41 0.67
O 0.06 0.23 0.04
N 2.41 0.35 -1.34
N -0.93 0.33 0.58
H 0.24 -0.64 -0.06
H -0.29 0.22 0.05
H -0.24 0.27 0.06
H 0.21 -0.31 -0.10
C -1.90 -2.86 0.90
O -0.25 0.50 -0.23
N 1.59 2.31 -3.15
N -0.26 -0.25 1.96
H 0.38 0.36 0.27
H 0.20 0.18 -0.53
H 0.67 0.00 0.09
H -0.43 -0.20 0.72
C 2.19 -0.92 -1.80
O 0.68 -0.79 -1.05
N -0.19 4.85 -2.05
N -2.05 -3.56 4.44
H 0.29 0.34 -0.73
H -0.41 0.81 0.26
H -0.57 0.14 1.00
H 0.12 -0.76 -0.03
C -1.22 -3.71 0.92
O -0.04 0.07 -0.11
N 3.89 -0.13 1.32
N -2.95 3.18 -1.80
H 0.31 -0.49 0.23
H 0.48 0.45 -0.16
H -0.59 -0.04 -0.71
H 0.17 0.54 0.17